Molecular formula: C52H63N4O3
Method: DFT, ωB97M-V/def2-TZVPD

Each line ends with the Mulliken charge.
Positions of all 122 atoms, in Å:
O: -4.829 0.225 -4.133  -0.6174
O: -4.631 -1.934 -3.687  -0.6347
O: -0.845 0.404 4.625  -0.0356
N: -4.574 -0.722 -3.358  1.1417
N: 0.883 0.035 -1.748  2.3214
N: 1.759 0.207 0.268  2.1810
N: 2.813 0.265 -0.639  -1.9564
C: -0.019 -2.698 -2.960  2.3926
C: -0.393 0.015 5.970  -0.6642
C: 1.491 -2.803 -3.128  -0.9581
C: 2.104 2.789 1.794  2.2867
C: 4.922 -0.092 -5.213  -0.6342
C: -3.219 0.052 4.630  -0.1169
C: 2.130 -1.094 3.758  0.0180
C: -1.660 -1.216 -4.160  -0.0863
C: 1.323 2.854 -2.501  -1.6232
C: 0.828 3.007 -4.897  -1.7887
C: 2.484 -2.564 0.234  -1.5627
C: -1.297 1.080 -4.656  -0.4411
C: -0.322 1.159 -3.642  1.1380
C: -4.027 -1.098 4.891  -0.3529
C: -0.411 -3.069 -1.536  -1.3369
C: -1.934 -0.159 -0.332  -0.5008
C: -3.686 1.296 5.170  -0.5433
C: 2.096 -2.493 1.705  2.1572
C: 2.283 3.915 2.825  -2.3981
C: -2.528 0.998 -0.907  0.0160
C: -2.002 -0.082 -4.881  -1.4833
C: -0.546 -1.259 -3.311  0.0608
C: 2.086 -1.082 2.358  0.2344
C: -3.593 0.868 -1.784  -0.7352
C: 0.568 0.020 -0.381  0.2137
C: 2.509 1.273 3.778  -0.2123
C: 0.239 2.614 -3.532  2.1613
C: -4.829 1.365 5.951  -0.5512
C: -0.944 3.526 -3.185  -1.7322
C: 3.114 0.073 -3.065  1.8178
C: 3.099 -3.386 2.449  -1.8684
C: 3.543 -0.112 -5.460  -1.2249
C: -0.665 -3.716 -3.908  -2.2457
C: 0.683 2.969 1.253  -0.6985
C: -2.674 -1.373 -0.360  -0.4247
C: -5.135 -1.017 5.727  -0.6280
C: -3.705 -1.549 -1.268  -0.4295
C: 4.517 0.080 -2.842  -1.3944
C: 2.645 -0.034 -4.398  -0.7907
C: 2.217 1.361 2.423  -0.4168
C: 2.287 0.138 -1.844  -0.2638
C: -6.700 0.270 7.264  -1.3896
C: 0.698 -3.081 1.902  -1.5951
C: -4.081 -0.436 -2.045  -0.5129
C: -0.007 -0.014 -2.892  -2.2529
C: 2.469 0.053 4.449  -2.1549
C: 2.020 0.159 1.700  -0.8222
C: -0.625 -0.128 0.295  0.5528
C: 5.415 -0.010 -3.901  -0.9000
C: -1.917 -0.049 4.023  0.2984
C: 3.199 2.998 0.746  -1.3323
C: -5.546 0.200 6.288  0.9906
H: 2.025 -2.149 -2.438  -0.2001
H: -6.884 1.306 7.563  0.3553
H: -1.730 -3.843 -3.680  0.5591
H: 1.961 -2.028 4.316  0.4773
H: 5.614 -0.142 -6.050  0.4053
H: 4.095 -2.932 2.406  0.4085
H: -6.545 -0.289 8.194  0.3304
H: 0.168 -3.921 -1.154  0.6418
H: 1.014 2.519 -1.505  -0.2253
H: -1.558 1.956 -5.258  0.4259
H: -2.774 -0.141 -5.651  0.4517
H: 2.688 0.007 5.521  0.6283
H: 6.486 -0.018 -3.697  0.4480
H: -0.545 -3.402 -4.952  0.3812
H: 4.183 2.892 1.222  0.3956
H: 1.724 -2.121 -0.408  -0.3071
H: -5.162 2.330 6.364  0.3071
H: 1.534 3.845 3.622  0.4550
H: -4.179 -2.515 -1.446  0.4373
H: -0.046 -1.029 5.976  0.3027
H: 3.167 2.271 -0.064  0.1625
H: 1.574 -0.098 -4.601  1.5135
H: 3.286 3.922 3.268  0.4577
H: -1.564 3.743 -4.061  0.3698
H: 0.483 0.649 6.147  0.2323
H: -2.101 1.971 -0.649  0.7560
H: 2.266 2.375 -2.790  0.1589
H: -3.098 2.193 4.959  0.4475
H: -0.584 4.477 -2.777  0.4689
H: -2.234 -2.118 -4.364  0.3829
H: 0.607 -4.056 1.402  0.3579
H: 1.509 3.937 -2.427  0.8391
H: -2.363 -2.184 0.300  0.4515
H: 3.137 -4.376 1.978  0.4726
H: 3.136 4.002 0.301  0.4057
H: 2.139 4.883 2.322  0.4198
H: 0.547 3.941 0.756  0.4980
H: 0.400 2.179 0.553  -0.2525
H: 2.826 -3.527 3.499  0.3427
H: 4.864 0.146 -1.813  0.4376
H: -0.066 -2.400 1.499  0.0377
H: 2.720 2.189 4.334  0.5235
H: -7.613 -0.146 6.827  0.3621
H: -1.477 -3.321 -1.481  0.4542
H: 1.326 3.983 -4.834  0.4672
H: -1.584 3.059 -2.426  0.1402
H: 0.066 3.067 -5.681  0.3512
H: -5.697 -1.918 6.003  0.4046
H: 1.573 2.266 -5.214  0.3537
H: -0.194 -4.698 -3.797  0.3916
H: 1.789 -2.539 -4.148  0.4045
H: 2.535 -3.619 -0.082  0.5848
H: 0.500 -3.217 2.974  0.5033
H: -0.020 2.908 2.097  0.2369
H: -0.572 -0.122 1.374  -0.3677
H: 3.148 -0.191 -6.476  0.4763
H: -1.169 0.175 6.743  0.3970
H: -3.717 -2.052 4.458  0.4610
H: 1.823 -3.829 -2.922  0.5401
H: -1.707 -0.634 3.125  0.4198
H: 3.454 -2.102 0.015  0.4971
H: -4.018 1.709 -2.328  0.3792
H: -0.249 -2.218 -0.869  -0.2902

Cartesian forces (eV/Å) of the 3 atoms listed first:
O 0.29 -1.82 1.51
O -0.16 2.36 0.32
O -0.89 -0.87 -1.50

Values from the calculation:
Largest force on an atom ... 0.0511 hartree/bohr
LUMO energy ... -5.6 eV
HOMO-LUMO gap ... 3.6 eV
Total charge ... +1

---

Molecular formula: C52H65BrF5N4O5
Method: DFT, ωB97M-V/def2-TZVPD

Each line ends with the Mulliken charge.
Positions of all 132 atoms, in Å:
Br: 1.597 -1.040 -2.056  -0.1354
F: -3.903 -3.975 6.094  -0.3376
F: -3.957 1.472 2.418  -0.1735
F: 2.313 9.512 -3.118  -0.3237
F: 5.419 4.496 0.778  -0.3177
F: -2.570 0.889 -4.487  -0.2898
O: 6.651 -0.522 -1.305  -0.4196
O: 3.957 -0.656 1.961  -0.4271
O: 0.246 -4.232 0.999  -0.4997
O: -6.226 -1.687 -0.481  -0.5346
O: 4.673 0.270 -1.975  -0.5284
N: 1.022 -3.156 1.500  1.0614
N: 3.268 -2.860 2.490  -0.6284
N: 1.480 -4.521 4.038  -0.3263
N: -4.372 -3.051 -0.636  0.3265
C: 5.593 6.198 -2.399  -0.3270
C: 1.659 8.343 -3.269  0.2855
C: -4.483 2.654 2.005  0.4763
C: 2.155 -4.948 2.843  -1.6185
C: 6.827 7.445 -0.755  -0.2667
C: -4.298 -0.656 -1.387  -0.6615
C: 6.071 -2.872 -1.393  -0.8511
C: -1.631 2.693 -5.675  -0.5267
C: 0.369 -2.667 2.801  -0.1861
C: 6.508 6.503 0.213  -0.6100
C: -5.739 -3.099 4.922  -0.3871
C: -0.340 7.070 -3.080  -0.4199
C: 2.350 7.257 -3.768  -0.4935
C: -4.144 -3.268 0.807  -1.6183
C: 5.267 5.246 -1.444  -0.4346
C: 3.866 -3.581 -0.428  0.1774
C: -5.119 -4.178 -1.231  -1.0306
C: -5.193 -4.100 5.697  0.4950
C: 5.784 1.442 -0.218  -0.8804
C: 1.670 6.057 -3.919  -0.2546
C: 6.371 7.296 -2.058  -0.7217
C: 3.562 -1.721 2.180  0.8164
C: -7.053 -3.228 4.495  -0.3733
C: 0.735 -2.440 -0.986  0.5546
C: -7.796 -4.342 4.860  -0.6170
C: -5.078 -1.798 -0.801  0.4611
C: -5.904 -5.220 6.072  -0.5790
C: -5.538 5.038 1.152  -0.6089
C: 0.325 8.278 -2.920  -0.5083
C: -4.816 4.246 0.271  -0.5163
C: -0.233 0.982 -4.688  -0.1583
C: 0.329 5.960 -3.577  -0.4060
C: 5.334 -3.976 -0.630  -0.9880
C: 0.769 2.812 -5.887  -0.6468
C: 5.609 0.367 -1.245  0.6129
C: -0.962 -1.926 2.612  -1.3837
C: -1.472 1.525 -4.958  0.4219
C: -5.726 4.622 2.463  -0.3121
C: -4.278 3.041 0.698  -0.3409
C: 0.896 1.636 -5.161  -0.4291
C: -7.221 -5.332 5.647  -0.2703
C: -0.759 -2.420 -1.279  -1.7239
C: -5.198 3.417 2.904  -0.5500
C: 3.112 -4.448 0.598  -1.5953
C: -3.209 -2.207 1.415  0.7259
C: -0.492 3.337 -6.139  -0.5419
C: 5.734 5.424 -0.158  0.4780
C: 2.423 -3.825 1.816  1.7055
C: 6.432 -1.691 -0.501  0.1089
C: -2.248 -2.779 2.477  -0.8902
C: 0.232 -3.841 3.779  -1.1032
C: 1.107 -2.063 0.454  -0.7020
H: 2.099 -3.968 4.617  0.3764
H: 6.200 1.056 0.714  0.4148
H: -1.386 7.000 -2.815  0.3921
H: -7.495 -2.456 3.880  0.4016
H: -0.154 -3.418 4.710  0.5761
H: 7.434 8.299 -0.488  0.3740
H: -1.040 -1.305 3.511  0.6630
H: -5.114 -3.254 1.325  0.5106
H: -1.242 -1.589 -0.759  0.0467
H: -5.436 -5.979 6.683  0.4319
H: -5.140 -2.235 4.662  0.4915
H: -2.777 -2.769 3.433  0.2126
H: -0.589 4.261 -6.693  0.3919
H: 5.432 -2.506 -2.202  0.3071
H: 4.822 1.919 -0.035  0.2820
H: -0.161 0.069 -4.114  0.3138
H: 6.622 8.035 -2.807  0.3930
H: 6.478 2.198 -0.600  0.3125
H: 2.394 -5.107 0.099  0.4174
H: -8.822 -4.439 4.532  0.3940
H: -2.046 -3.822 2.213  0.7065
H: -4.483 -4.708 -1.945  0.2857
H: -0.945 -2.323 -2.349  0.7406
H: -6.007 -3.826 -1.760  0.3494
H: 1.191 -3.373 -1.302  0.4680
H: 3.376 -3.691 -1.398  0.3776
H: 1.086 -1.980 3.257  0.6685
H: 7.348 -1.889 0.064  0.4062
H: -4.626 -0.516 -2.423  0.4270
H: -0.940 -1.208 1.794  0.5960
H: 2.110 -1.660 0.480  -0.0025
H: 6.848 6.599 1.235  0.4257
H: 5.817 -4.159 0.338  0.4467
H: 3.154 -5.303 3.115  0.6469
H: 2.194 5.191 -4.305  0.3644
H: -0.172 9.157 -2.534  0.4303
H: -0.490 -4.571 3.413  0.1832
H: -0.192 5.019 -3.701  0.4514
H: -3.819 -1.421 1.867  0.5898
H: 1.650 3.321 -6.253  0.5281
H: 1.877 1.225 -4.961  0.4507
H: -3.706 -4.265 0.907  0.6790
H: -5.335 3.071 3.919  0.4197
H: 6.991 -3.269 -1.828  0.4461
H: -4.539 0.258 -0.840  0.1653
H: 0.453 -1.255 0.765  0.1221
H: -3.703 2.405 0.038  0.4598
H: 5.234 6.082 -3.412  0.5344
H: 3.394 7.359 -4.032  0.4962
H: 1.628 -5.775 2.367  0.3627
H: -1.250 -3.349 -0.969  0.4219
H: -3.223 -0.833 -1.395  -0.0119
H: 5.381 -4.904 -1.208  0.3849
H: -7.800 -6.199 5.935  0.3711
H: -2.622 3.084 -5.859  0.4576
H: -0.659 -3.877 0.949  0.1493
H: -5.465 -4.876 -0.465  0.3749
H: 3.827 -2.513 -0.210  -0.3524
H: 3.845 -5.125 1.053  0.6559
H: 4.660 4.383 -1.685  0.4783
H: -2.634 -1.774 0.590  -0.9203
H: -4.671 4.563 -0.753  0.3972
H: -6.289 5.238 3.151  0.3687
H: 5.627 -1.481 0.215  -0.3174
H: -5.956 5.978 0.817  0.3807

Cartesian forces (eV/Å) of the 3 atoms listed first:
Br 0.04 -0.13 0.14
F 0.02 -0.01 -0.01
F 0.02 -0.04 0.01

Values from the calculation:
Largest force on an atom ... 0.0175 hartree/bohr
LUMO energy ... -2.2 eV
HOMO-LUMO gap ... 8.3 eV
Total charge ... +1

---

Molecular formula: C52H66ClMnN5O2
Method: DFT, ωB97M-V/def2-TZVPD

Each line ends with the Mulliken charge.
Positions of all 127 atoms, in Å:
Mn: -0.524 0.048 -0.019  0.3952
Cl: -0.094 -2.128 0.015  -0.5314
O: 1.384 2.960 -2.124  -0.6850
O: 2.209 -1.001 3.414  -0.8108
N: -0.222 -0.435 -2.570  1.7916
N: 0.148 -0.506 2.482  1.0446
N: -0.362 2.168 -0.803  1.0522
N: -2.361 -0.468 -0.574  2.2556
N: 1.329 0.483 0.331  2.3085
C: 3.493 0.019 1.175  -0.2718
C: -1.709 -3.710 2.746  -1.0647
C: 1.462 -0.630 2.494  -0.7531
C: -2.012 -0.450 6.100  -1.4668
C: -3.338 2.393 -2.056  2.1289
C: -1.763 -1.661 5.488  -0.8441
C: 3.504 -2.348 -2.077  -1.9180
C: 2.790 -1.105 -4.649  -0.3896
C: -1.546 1.019 -5.799  -1.6373
C: -3.568 -0.656 0.020  -1.3156
C: 0.907 2.197 -1.291  0.1906
C: -1.510 0.705 5.532  -0.4158
C: -1.147 3.147 3.984  -1.2454
C: 0.579 4.659 0.287  2.2430
C: -1.026 -1.783 4.310  1.0641
C: -0.561 1.576 -4.763  2.8446
C: -0.166 3.005 -5.145  -2.1058
C: 0.619 0.635 -4.644  0.3251
C: -0.778 -3.222 3.865  0.5813
C: -4.610 3.019 -1.459  -1.8910
C: -0.237 1.938 3.753  2.6306
C: 4.060 0.725 0.126  -1.0913
C: -4.365 -1.447 -0.806  -1.2489
C: 1.557 -3.604 -3.060  -1.6242
C: 1.585 0.689 -5.644  -0.3535
C: -2.243 3.443 -1.990  0.8047
C: -3.900 -1.015 2.488  -1.4663
C: -2.385 -1.127 -1.795  -0.1067
C: -3.115 1.193 1.687  -0.8857
C: -5.459 0.432 1.230  -1.8112
C: -0.827 5.770 -1.431  -0.1949
C: -0.547 -0.593 3.708  -0.4879
C: 1.859 -1.186 -3.622  0.3335
C: -2.546 4.655 -2.611  -0.2633
C: -1.065 3.357 -1.207  -1.3531
C: -1.330 -1.047 -2.762  -0.5853
C: 1.862 1.273 -0.598  -0.3722
C: -0.794 0.654 4.346  0.2246
C: 3.227 1.399 -0.755  -0.6601
C: -3.617 -1.746 -1.949  -1.4116
C: 1.159 2.227 4.324  -1.6614
C: -1.818 5.805 -2.393  -1.8461
C: 0.681 -3.523 3.507  -1.6539
C: 2.054 -2.244 -2.562  2.5366
C: 1.894 5.311 -0.156  -1.9826
C: -3.993 -0.014 1.332  3.5255
C: 2.666 -0.170 -5.658  -1.3372
C: 0.743 -0.324 -3.616  -1.0492
C: 2.115 -0.090 1.245  0.0978
C: -3.687 1.871 -3.451  -0.9930
C: -0.025 5.437 1.464  -1.8446
C: -0.448 4.579 -0.834  0.7543
H: -1.044 1.628 -3.788  -1.6827
H: -0.321 6.689 -1.160  0.3305
H: 2.650 5.217 0.628  0.4667
H: 1.484 1.424 -6.432  0.3288
H: -1.048 0.908 -6.765  0.4060
H: 1.442 -1.974 -1.711  -1.5049
H: -0.824 3.981 3.358  -0.2342
H: -4.374 -0.595 3.379  0.5094
H: -1.745 -3.009 1.919  -0.1299
H: 0.180 3.071 -6.180  0.4987
H: 3.402 -0.115 -6.452  0.3761
H: 1.371 -3.034 4.192  0.3947
H: 0.907 -3.188 2.500  0.0763
H: -3.302 2.046 1.035  -0.5942
H: 0.670 5.450 2.308  0.5161
H: -4.603 1.280 -3.396  0.5607
H: 1.665 3.004 3.744  0.2622
H: -2.052 0.940 1.627  -0.5643
H: -5.719 1.048 2.093  0.4087
H: 3.600 2.046 -1.536  0.6032
H: -5.634 1.009 0.327  0.1770
H: -6.120 -0.436 1.210  0.3883
H: 1.706 -4.362 -2.287  0.4214
H: 0.851 -4.603 3.546  0.5363
H: -4.398 -1.952 2.233  0.4192
H: -1.928 0.039 -5.503  0.3014
H: -0.235 6.470 1.180  0.2602
H: 3.525 -2.805 -1.085  0.3938
H: -3.844 2.690 -4.156  0.2696
H: -2.587 -0.407 7.018  0.3672
H: 0.489 -3.561 -3.285  0.3065
H: -3.309 1.493 2.718  0.8350
H: -1.013 -3.830 4.745  0.5222
H: -2.048 6.718 -2.927  0.3906
H: -4.951 3.856 -2.069  0.4812
H: 5.137 0.796 0.032  0.4448
H: -2.725 -3.870 3.114  0.2242
H: -5.413 2.284 -1.433  0.3417
H: -1.102 3.479 5.023  0.5452
H: -1.544 -1.522 -3.726  0.4765
H: 0.613 3.368 -4.481  0.3304
H: -3.929 -2.333 -2.800  0.5642
H: -3.387 4.692 -3.295  0.3726
H: -2.145 -2.563 5.956  0.3100
H: -0.960 4.979 1.791  0.6307
H: -0.142 1.788 2.675  -1.5543
H: -1.673 1.657 6.023  0.3094
H: -2.911 1.220 -3.838  -0.1834
H: 1.753 6.374 -0.363  0.3298
H: 3.960 -1.362 -2.007  0.3349
H: 0.796 3.650 0.641  -0.9711
H: -3.037 1.554 -1.444  -1.3016
H: -2.863 -1.222 2.729  -0.3361
H: -5.376 -1.765 -0.605  0.4934
H: 2.094 -3.908 -3.962  0.3346
H: -4.439 3.393 -0.448  0.3280
H: -1.332 -4.657 2.351  0.5421
H: -2.396 1.693 -5.923  0.4252
H: -1.031 3.661 -5.035  0.4281
H: 4.065 -0.432 1.973  0.6066
H: 3.626 -1.794 -4.658  0.3607
H: 4.115 -2.963 -2.742  0.5064
H: 1.779 1.332 4.321  0.4058
H: -2.185 2.914 3.740  0.3010
H: 2.260 4.830 -1.061  0.3603
H: 1.069 2.573 5.358  0.4406

Cartesian forces (eV/Å) of the 3 atoms listed first:
Mn -1.12 0.53 -0.26
Cl 0.14 -0.70 0.16
O -0.02 -0.01 -0.22

Values from the calculation:
Expectation value of S² ... 6.076
Largest force on an atom ... 0.0247 hartree/bohr
Spin multiplicity ... 5
LUMO energy (alpha / beta) ... 1.0 / 1.7 eV
HOMO-LUMO gap (alpha / beta) ... 6.4 / 7.1 eV
Total charge ... -1